A structure of composition C43H36F5MoN7O7PS2Si, computed with ωB97M-V/def2-TZVPD.

```
! RIJCOSX wB97M-V def2-TZVPD def2/J DEFGRID3
* xyz -1 1
H 2.2917 -3.9228 0.7605
C 8.3119 0.8748 -0.7554
O -0.1390 0.6134 -4.6864
H -3.4679 -1.9067 1.7920
H 0.7046 3.0459 -2.7360
C 0.1819 0.6150 2.5164
H -3.3950 -1.8991 -0.7959
H -4.9727 -3.3804 -1.9504
F -2.0874 -2.9202 -2.4352
H 1.7111 0.9438 -2.8951
C 0.4200 2.2346 4.2606
C 4.0220 0.3257 0.0385
H -5.4518 6.1931 0.3899
N 1.8245 0.4229 -0.8877
H -0.8978 2.8218 -0.3299
H -5.5071 2.2851 2.1155
C 0.4848 -0.1595 4.7956
C 3.7236 1.0263 -2.2140
H 0.0349 -3.1170 4.0663
H -2.6062 -0.9456 5.8640
H 2.8485 -5.1116 1.9680
C -4.1580 4.7483 -0.5258
F 3.0850 -3.5760 -3.9115
O -0.4490 -0.1092 -2.6108
H -0.1068 -3.5590 2.3491
C -6.1748 0.0224 -0.5868
P 2.1333 -3.0113 2.9586
C -3.3034 0.2010 2.2195
H -8.0974 -0.5080 -1.3744
H 0.7165 2.7826 -0.5047
H -3.0568 2.1927 3.0063
O 2.1316 -1.5692 2.5836
C 3.0698 -3.3553 4.4576
C -3.0333 -1.5661 3.8550
N -0.1518 2.4527 -0.9154
N 8.6402 1.6686 -1.7600
S 8.0553 3.2597 -3.8834
C 2.8596 -4.0592 1.6817
C -5.3173 -2.4318 -1.5589
H 2.6188 -2.7917 5.2747
H -7.3344 -2.6936 -2.2415
C 0.4891 -3.6843 3.2536
C -4.1740 2.5205 0.4402
O 6.8735 3.2503 -4.7210
C 0.4278 0.8798 3.8364
C 4.5831 0.7916 -1.1422
H -2.9907 3.1168 -1.2520
C -4.8433 -0.3549 -0.4056
C -3.0677 1.1327 3.2336
C -7.0685 -0.8166 -1.2382
C -5.1263 2.9668 1.3623
O 9.2345 2.6646 -4.4763
C -4.4296 -1.5935 -0.9021
N -0.0366 0.4653 1.3808
H 6.7657 -0.1452 0.3518
C 6.0371 1.0538 -1.3048
H 4.0980 -3.0212 4.3165
C 2.6554 0.1531 0.1324
Mo -0.4216 0.2068 -0.6165
H 3.0639 -4.4202 4.6941
H 4.6222 0.1060 0.9101
C 7.0010 0.5189 -0.4676
C -6.6398 -2.0432 -1.7248
H 2.2215 -0.2393 1.0419
H 3.8873 -3.7419 1.5027
H -3.0160 -2.6221 4.0948
H -1.3991 2.6654 -4.0978
C -3.2817 -1.1568 2.5539
C -2.8328 0.7268 4.5401
Si -3.6169 0.7361 0.4658
H -2.6367 1.4665 5.3061
C 1.5058 -2.9352 -2.2812
C -2.8147 -0.6241 4.8520
C -0.5400 0.8037 -3.5617
C -5.0990 5.1699 0.4010
C 1.8155 -3.4138 -3.5409
F 2.5216 -2.6334 -1.4627
F -1.5088 -3.8712 -4.8703
N 0.5333 -0.9867 5.5982
C 0.1957 -2.7557 -1.8602
H -6.3210 4.5990 2.0700
N 0.4076 3.3330 4.6126
N 6.3532 1.8437 -2.3255
H -3.7779 5.4397 -1.2674
O -2.2012 0.6118 -0.4214
H -0.6786 4.0086 -2.2565
C -0.8015 -3.0846 -2.7628
H -6.5189 0.9856 -0.2269
C -1.1940 2.1251 -3.1755
H 9.1301 0.4996 -0.1479
O 8.2823 4.4966 -3.1552
C -5.5868 4.2748 1.3435
C -0.2908 2.9885 -2.2965
H 0.5337 -4.7405 3.5234
C -3.7072 3.4351 -0.5044
C 0.7950 -3.7303 -4.4190
C 7.6371 2.1237 -2.5175
H -2.1405 1.9218 -2.6718
H 4.1246 1.3759 -3.1557
S -0.1256 -2.0302 -0.2699
F 1.0769 -4.1987 -5.6318
C -0.5206 -3.5679 -4.0262
C 2.3741 0.8168 -2.0536
*
```

Summary:
Energy above the lowest of the compared OMol25 structures with the same formula, charge and spin, kcal per mole: 0.0
HOMO level (alpha / beta), eV: -5.6 / -5.6
Gap between HOMO and LUMO (alpha / beta), eV: 6.009 / 6.009

=====

A structure of composition C43H36N4O2PSeTl, computed with ωB97M-V/def2-TZVPD.

```
! RIJCOSX wB97M-V def2-TZVPD def2/J DEFGRID3
* xyz 0 1
C 0.6379 -4.9862 -1.2209
C -5.7901 -1.0436 0.9664
C -0.5641 -0.3674 4.6834
C 3.6939 -1.9384 0.8398
H 1.3294 2.1611 -1.4298
C -1.8785 3.3072 -2.9423
C 0.1196 0.4127 2.5242
C 1.4259 -2.1545 0.0590
H 2.7219 1.0172 3.0875
O -1.2223 -1.0504 6.8284
H 1.5452 7.6403 -1.8128
C 1.6811 1.9046 -0.4355
C 0.2592 -6.3169 -1.2696
C 0.6998 5.3989 -0.2444
H -1.6631 3.6227 -3.9615
H -6.7156 -1.2299 0.4410
C 1.7322 -2.4830 -5.0029
H 2.4493 0.7573 -4.3485
C 1.1355 -2.8293 -3.7977
H -1.3833 -7.6885 -1.4039
C -0.2194 4.5018 0.2898
C -1.0033 4.0433 -1.9690
H -2.4020 -3.5242 -1.4140
C -2.0453 -5.6502 -1.4289
N -3.4865 -0.4443 0.8662
Se -2.4503 2.6902 0.1416
H -4.6636 -0.5808 -0.8087
C 2.0809 -0.2488 -4.1985
C -5.7016 -1.1419 2.3468
H -6.5703 -1.4020 2.9372
N -1.0794 0.1331 1.9977
C 0.7920 5.6384 -1.6080
H -0.9378 4.9960 2.2607
C -1.6661 -4.3167 -1.3860
Tl -1.4791 0.5131 -0.4550
C 1.7848 6.6299 -2.1480
H 1.5978 -2.5983 3.4188
C 3.2737 -2.1847 2.1376
C 3.3479 1.8969 1.2447
P 0.1445 -2.2338 -1.2199
C 1.0052 -1.8873 -2.7823
H 4.3454 2.1196 1.5986
H 3.9918 -2.1949 2.9471
H 3.6275 2.7427 -0.7263
C -0.0593 4.9421 -2.4538
C -2.0422 -0.3403 2.7971
C 0.4033 0.1825 3.8610
C -4.4903 -0.9052 2.9674
H 1.3875 0.1437 -2.2182
C -0.2407 4.3057 1.7804
C 1.9303 -2.4193 2.4042
C -1.8106 -0.6137 4.1369
H -2.5554 -1.0246 4.8026
C -0.2431 -0.6991 6.1588
O 0.9562 -0.5794 6.4518
H 3.1103 -1.7391 -1.2115
H 0.7498 4.4929 2.1954
C 1.4786 -0.5962 -3.0028
C -3.3839 -0.5664 2.1882
H 1.6866 -4.7311 -1.1144
C 2.9617 2.2366 -0.0435
C 1.0118 -2.4013 1.3691
C 2.7736 -1.9293 -0.2007
C 2.2057 -1.1976 -5.2057
C -4.6505 -0.6844 0.2709
H -1.7196 2.2266 -2.8820
N -1.1672 -1.4325 -0.9158
C -0.3226 -3.9793 -1.2858
H 2.7953 6.4052 -1.8037
C 2.4399 1.2809 2.0814
H 4.7398 -1.7539 0.6331
H -3.0930 -5.9093 -1.4979
H 1.3690 5.9191 0.4323
C -1.0852 -6.6491 -1.3740
H 2.6707 -0.9324 -6.1456
H -4.4061 -0.9738 4.0408
H -0.0389 -2.5708 1.5752
H 1.7907 6.6310 -3.2369
H 1.0083 -7.0948 -1.2131
H -0.5567 3.3032 2.0540
C 1.1527 1.0029 1.6170
H 0.7653 -3.8363 -3.6579
H 1.3602 0.3805 4.3190
C -1.0878 3.8359 -0.5870
H -2.9360 3.4747 -2.7361
H 0.0085 5.1018 -3.5241
H 1.8252 -3.2244 -5.7853
N 0.8076 1.2873 0.3571
*
```

Summary:
Energy above the lowest of the compared OMol25 structures with the same formula, charge and spin, kcal per mole: 0.0
HOMO level, eV: -7.6
Gap between HOMO and LUMO, eV: 7.183

=====

A cluster of 2 separate species, C43H37BF6N2 in total, computed with ωB97M-V/def2-TZVPD.

```
! RIJCOSX wB97M-V def2-TZVPD def2/J DEFGRID3
* xyz 0 1
C 2.4310 2.4287 -0.0481
H -6.6436 3.8924 3.0426
H -3.3133 -0.0906 -6.5264
B 3.0778 -0.1385 -0.3220
C -0.8830 0.6126 -2.8501
H -0.0410 0.8640 -3.4791
C 2.4376 -0.6668 -4.1705
H -4.3330 0.5687 -5.2300
H 3.5425 0.3159 -5.7367
H 1.6733 -0.8116 0.3372
H 0.8660 -5.9697 3.0318
C 3.4020 0.2148 -4.6539
C -3.7098 1.7355 1.1773
H 7.6189 -3.0407 0.8185
H -3.5755 2.1037 0.1625
H 3.8392 2.3977 3.5653
C 6.7271 -2.4895 0.5807
H -3.9009 -0.1771 -0.5722
H -7.3614 1.9062 5.5919
H 1.5716 -3.3255 -0.2939
C 4.1879 1.0123 -3.7968
H -3.9021 -1.1419 -5.1453
C -0.7248 0.6043 -1.4942
C -3.0605 0.0635 -1.1961
C -7.1336 2.9783 3.3804
C -0.4075 -0.1227 1.3593
C -3.2637 0.0466 -2.5505
C 4.3343 -1.0643 0.0621
C -4.1226 0.7161 3.7410
C 0.1992 -3.9447 3.2815
C -1.6117 0.3810 0.8072
H 1.5792 -5.6226 0.6491
C 3.3631 2.4344 2.5954
H -0.7188 1.4209 -5.5262
H 0.2230 0.7863 -1.0059
C 0.6351 -2.4046 1.4460
C 1.1672 -3.4782 0.7154
C -1.1108 0.3924 -5.6321
C 2.5040 3.6210 0.6501
C -4.7768 2.2147 1.9268
H 4.9496 1.6975 -4.1543
F 1.3431 -1.6300 -2.2833
H 0.1835 -1.2422 -0.2747
C 3.9598 0.8802 -2.4553
C -3.0091 0.3017 2.9952
H -2.3033 -0.4400 3.3902
H 5.6820 -4.1618 -0.4204
C 5.6560 -3.1382 -0.0477
C -2.1633 0.3194 -3.4120
C 3.2109 1.2780 1.8715
H -7.7207 2.5486 2.5496
C 6.6614 -1.1308 0.8958
C -1.8082 0.3711 -0.6425
H -6.9171 0.3187 4.9282
C 5.4902 -0.4667 0.5953
H 7.4991 -0.5421 1.2513
C -3.5295 -0.1525 -5.4401
F 4.6452 1.7188 -1.6223
C 0.5777 -1.0828 0.6742
C -6.5317 1.3403 5.1515
H -5.4090 2.9917 1.4824
C 2.8725 1.2178 0.5044
C 3.0452 -0.0367 -1.8880
H -0.4092 -1.8502 3.2389
H -4.2212 0.2769 4.7418
N -2.2838 0.1841 -4.7654
H -4.2384 -0.1150 -2.9912
C 4.5077 -2.4083 -0.3031
C 2.9978 3.6127 1.9518
C 1.2288 -4.7823 1.2492
F 2.0136 2.4817 -1.3376
C 0.7918 -4.9915 2.5598
H -0.2392 0.1144 2.4119
C 2.2849 -0.7651 -2.8024
H 1.8133 -1.3090 -4.7817
H -0.2101 -4.0896 4.2825
H -1.4797 0.2903 -6.6629
H 3.1700 4.5418 2.4638
C -5.0631 1.6780 3.2302
C -2.7522 0.8230 1.6917
N -6.1832 2.0244 3.9169
F 3.4822 0.0796 2.4798
H 2.2918 4.5390 0.1092
H -0.3105 -0.3498 -5.4070
H -7.8138 3.2779 4.1760
C 0.0905 -2.6587 2.7206
F 3.5085 -2.9698 -1.0972
F 5.5412 0.9000 0.7276
H -5.6875 1.2825 5.8558
*
```

Summary:
Energy above the lowest of the compared OMol25 structures with the same formula, charge and spin, kcal per mole: 0.0
HOMO level, eV: -6.9
Gap between HOMO and LUMO, eV: 6.450

=====

A structure of composition C43H37Cl5N3O3PS3Se2Ta, computed with ωB97M-V/def2-TZVPD.

```
! RIJCOSX wB97M-V def2-TZVPD def2/J DEFGRID3
* xyz 3 1
C 1.6806 3.9247 0.8082
H -0.1340 -4.8964 -0.4586
C 6.4477 -0.3322 1.7206
N -1.7587 4.6788 0.3384
O -1.3242 -0.4416 1.0070
H -2.6713 -2.3722 1.0673
H -0.2145 -2.7615 2.4928
C 3.6335 -4.2462 -2.8057
H -1.8052 6.7383 -0.3390
H -4.1906 0.5153 6.1658
H -5.5571 -1.9976 -1.2416
C -2.3486 3.7626 -4.2538
C -1.6818 -4.2698 0.8994
H 4.9398 2.4588 2.0224
C 0.1276 5.7567 0.0480
C 3.5647 -3.6962 -0.0720
Ta 0.0329 0.5323 -0.3134
H 3.1813 -2.1690 -3.0996
C 5.1708 -0.7330 1.3548
C 3.8302 -4.9825 -0.5142
C -3.8914 -0.0971 2.3428
H 4.7227 4.9542 1.7867
S -1.2141 -0.6693 2.5643
O -0.3883 -1.5196 -1.1037
H 4.0843 -6.2585 -2.2227
H -6.1048 -3.8616 -2.7786
C -5.1106 0.2575 2.9036
Cl -4.2287 1.8445 -3.8122
C -2.8743 -0.0061 4.5586
C 3.8670 -5.2521 -1.8799
H -3.0964 -3.5041 2.3154
C -3.4402 -2.3404 -1.3339
C 6.7350 0.7514 -0.4196
H -3.4523 3.5747 -0.2729
Cl 1.3683 4.4030 -2.8125
N 0.3761 4.4599 0.4932
C 7.2270 0.4058 0.8316
C -2.7333 -4.1701 -2.7616
C 4.6829 -0.3864 0.0931
C -0.2191 3.7919 -3.0737
H 7.3483 1.3228 -1.1071
C -0.5095 -3.9620 -0.0344
H 4.5681 -1.3099 2.0480
Se 2.1144 0.2486 -1.9107
H 5.0788 0.6165 -1.7779
H 6.8410 -0.6034 2.6930
H -3.4952 4.1252 1.4117
C -2.7280 2.6186 -3.5584
H 0.9069 6.4595 -0.1879
H -4.3001 -5.2278 -3.7738
C -1.2035 5.8920 -0.0412
H -5.9845 0.3605 2.2705
O 0.1388 2.0889 -1.4128
S -0.7228 -2.9400 -1.5222
H 3.5421 -3.4848 0.9921
Cl -2.1434 0.6280 -1.7432
C -1.2440 -2.4667 2.6896
C 2.9485 2.1279 1.3090
C 3.3627 -2.9533 -2.3763
Se 1.6332 -0.9250 1.1957
C 2.6924 4.8089 1.1219
H 0.3355 -3.4802 0.4649
C -0.7867 3.8171 0.6630
H -3.1879 -1.5392 -0.6553
C 3.9049 4.2883 1.5354
H -2.4958 -4.7120 0.3245
C 3.3361 -2.6826 -1.0098
H -6.1707 0.7495 4.7043
H -3.7425 5.2884 0.0976
C -4.0594 -4.4282 -3.0813
H 4.0186 -5.7742 0.2023
H 3.6651 -4.4657 -3.8659
C 4.0285 2.9189 1.6613
Cl -3.4031 4.4237 -5.4098
C 5.4572 0.3588 -0.7957
H -1.9368 -4.7675 -3.2030
C -2.2582 -3.1216 1.7358
C -3.2080 4.3928 0.4004
C -1.0938 4.3458 -4.0110
P 3.1065 -1.0173 -0.4409
C -0.6230 2.6816 -2.3626
H -1.4492 -2.6524 3.7491
C -2.7980 -0.2360 3.1889
H -1.3230 -5.0568 1.5697
H 8.2278 0.7081 1.1191
C -5.0701 -3.6519 -2.5306
H -3.7920 -0.2539 1.2739
Cl -0.6263 5.7408 -4.8647
H 3.0021 1.0571 1.4121
C -1.8453 2.1145 -2.6298
C -5.2147 0.4716 4.2751
C -4.7616 -2.6040 -1.6641
C -2.4414 -3.1361 -1.8781
N 1.7928 2.6061 0.8457
H -1.9961 -0.0964 5.1954
H 2.5410 5.8795 1.1004
S -1.1061 2.2217 1.2529
C -4.1033 0.3404 5.1006
*
```

Summary:
Energy above the lowest of the compared OMol25 structures with the same formula, charge and spin, kcal per mole: 9.2
HOMO level, eV: -15.6
Gap between HOMO and LUMO, eV: 6.794

=====

A structure of composition C43H37GeNO3PS2W, computed with ωB97M-V/def2-TZVPD.

```
! RIJCOSX wB97M-V def2-TZVPD def2/J DEFGRID3
* xyz 2 2
C 0.5263 -0.7880 3.7214
H -4.2294 -0.7582 4.7210
C 2.2799 2.2419 -1.2159
C -1.5719 4.2404 -1.4879
H 2.1136 -3.1611 -5.3095
C 3.1194 -2.6894 -1.6505
C 0.1453 1.1788 -3.2998
C -1.0518 -0.7822 -2.5719
C 3.3354 -3.8897 -3.7033
H -5.3305 -0.5578 -1.2117
C 2.1603 -1.8257 -2.1754
C 0.0416 0.0782 -2.4498
O 3.6832 -2.5686 -0.3555
C -2.0369 -0.5338 -3.5110
H -1.1171 -1.6790 -1.9685
C -2.6841 3.9187 -2.2090
C 2.6423 0.8986 -1.3184
C -4.5552 2.3805 -2.6905
H -2.7068 -1.0564 2.8233
C -3.3711 2.7014 -1.9822
C -5.2371 1.2271 -2.4287
H 3.7878 -4.6845 -4.2799
C -3.7427 0.1039 4.2847
H -2.0862 3.2038 2.6796
S -1.3704 -1.9435 0.5486
H -1.0765 5.1906 -1.6358
H 3.3666 -3.3120 4.3965
N -0.9879 -4.7843 0.5792
H 3.7369 -0.9137 4.7976
W 0.6311 -0.9884 1.1070
H 4.4398 -4.3329 -1.9036
C -1.9415 0.5774 -4.3380
C -1.6828 2.1254 -0.3085
H -0.3250 -0.1164 3.7315
C 3.2493 3.2301 -1.1782
H 5.3511 3.6581 -1.2119
H -0.6850 -2.5300 3.3138
H 1.0089 1.8268 -3.2719
H 1.9305 0.7123 4.3849
C -1.0853 -3.6376 0.5744
C -2.8781 -0.0589 3.2118
H -2.8744 -1.2122 -3.6029
H -0.7597 2.2820 -4.8895
H -0.2126 3.6460 0.0551
C 4.5932 2.8868 -1.2359
C -3.9876 1.3725 4.7914
H 1.1044 -1.3882 -3.9978
C 1.3467 -3.0939 3.7375
H 6.0062 1.2833 -1.4107
H -4.9215 3.0788 -3.4331
C 0.3161 -2.1635 3.5094
O 2.6835 -1.0126 1.2925
C -2.8784 1.7956 -1.0116
H 1.7987 0.9856 1.6148
C -2.5267 2.3238 3.1371
H 0.3433 -4.7731 2.8288
C -1.0731 3.3366 -0.5261
C 3.9933 0.5627 -1.3946
C 2.7810 -1.2495 4.4180
C -2.2585 1.0490 2.6352
C -3.6191 0.6176 -0.7551
H 0.6841 1.7783 2.7080
C 2.5680 -2.6087 4.1913
H -6.1488 0.9991 -2.9640
H 0.9579 2.3325 1.0187
H -3.2897 -0.0688 0.0204
C -4.7686 0.3392 -1.4368
H 2.9555 4.2701 -1.1199
C 2.4007 -3.0429 -4.2740
H 4.3069 -0.4645 -1.5090
C 1.1126 -4.5647 3.5694
H 2.0276 -5.0780 3.2742
H -4.6608 1.4982 5.6286
C 0.8209 1.4763 1.6722
S 2.9176 -2.5297 1.0130
C 3.6995 -3.7057 -2.3807
O 1.4690 -2.8792 0.6474
P 1.3786 -0.3990 -1.3292
H -2.7111 0.7711 -5.0731
H 1.2365 2.5212 -1.2072
C 4.9612 1.5547 -1.3467
C -3.3797 2.4815 4.2198
H -3.0743 4.6062 -2.9498
C 1.7734 -0.3382 4.1804
H -3.5796 3.4713 4.6076
C 1.8260 -2.0329 -3.5210
C -0.8503 1.4273 -4.2325
Ge -1.0760 0.9531 1.1026
H 0.7921 -4.9974 4.5197
*
```

Summary:
Energy above the lowest of the compared OMol25 structures with the same formula, charge and spin, kcal per mole: 0.0
HOMO level (alpha / beta), eV: -13.2 / -13.1
Gap between HOMO and LUMO (alpha / beta), eV: 5.429 / 5.694